[1]
# C4H7ClS

One molecule with the formula C4H7ClS in a non-equilibrium geometry (ωB97M-V/def2-TZVPD, the OMol25 dataset).

ΔE to the lowest compared entry with this formula, charge and spin	41.2	kJ/mol
SMILES string	CS/C(C)=C\Cl
HOMO energy	-0.321	Eh
gap between HOMO and LUMO	9.609	eV
total energy	-27618.2832	eV

Geometry as ORCA input:
```
! wB97M-V def2-TZVPD RIJCOSX def2/J DEFGRID3
* xyz 0 1
C -0.94 -1.72 0.81
C -0.43 0.82 -0.07
C -1.54 1.85 0.23
C 0.83 0.99 0.18
H -1.22 -2.74 0.77
H 0.07 -1.79 1.18
H -1.46 -1.30 1.72
H -1.07 2.65 0.84
H -1.99 2.31 -0.63
H -2.27 1.37 0.90
H 1.14 1.98 0.54
S -1.05 -0.74 -0.71
Cl 2.11 -0.13 -0.05
*
```

***

[2]
# C4H7F

One molecule with the formula C4H7F in a non-equilibrium geometry (ωB97M-V/def2-TZVPD, the OMol25 dataset).

ΔE to the lowest compared entry with this formula, charge and spin	111.1	kJ/mol
SMILES string	CC/C=C/F
HOMO energy	-0.344	Eh
gap between HOMO and LUMO	10.498	eV
total energy	-6977.0414	eV

Geometry as ORCA input:
```
! wB97M-V def2-TZVPD RIJCOSX def2/J DEFGRID3
* xyz 0 1
C 0.87 -0.55 0.22
C 1.71 0.42 -0.15
C -1.44 0.36 0.37
C -0.62 -0.58 -0.51
F 2.96 0.43 0.38
H 1.36 -1.22 1.00
H 1.55 1.18 -0.85
H -1.04 1.48 0.19
H -1.36 0.04 1.40
H -2.41 0.32 -0.10
H -1.05 -1.69 -0.37
H -0.53 -0.18 -1.57
*
```

***

[3]
# C4H7F

One molecule with the formula C4H7F in a non-equilibrium geometry (ωB97M-V/def2-TZVPD, the OMol25 dataset).

ΔE to the lowest compared entry with this formula, charge and spin	98.5	kJ/mol
SMILES string	C=C(C)CF
HOMO energy	-0.338	Eh
gap between HOMO and LUMO	10.204	eV
total energy	-6977.1717	eV

Geometry as ORCA input:
```
! wB97M-V def2-TZVPD RIJCOSX def2/J DEFGRID3
* xyz 0 1
C 1.50 -0.36 0.00
C 0.03 0.14 0.09
C -0.35 1.46 0.01
C -1.15 -0.77 0.05
H 1.85 -0.40 1.01
H 2.21 0.33 -0.47
H 1.61 -1.37 -0.54
H 0.43 2.25 0.12
H -1.39 1.49 -0.17
H -1.39 -1.47 0.88
H -1.00 -1.31 -0.99
F -2.35 0.01 0.00
*
```

***

[4]
# C4H7F

One molecule with the formula C4H7F in a non-equilibrium geometry (ωB97M-V/def2-TZVPD, the OMol25 dataset).

ΔE to the lowest compared entry with this formula, charge and spin	36.0	kJ/mol
SMILES string	CC1(F)CC1
HOMO energy	-0.377	Eh
gap between HOMO and LUMO	11.454	eV
total energy	-6977.8196	eV

Geometry as ORCA input:
```
! wB97M-V def2-TZVPD RIJCOSX def2/J DEFGRID3
* xyz 0 1
C -0.65 0.80 0.79
C 0.79 0.99 0.38
C 0.16 -0.35 0.31
C -0.21 -1.10 -1.12
F 0.55 -1.27 1.25
H -0.90 0.86 1.84
H -1.42 1.18 0.13
H 1.01 1.51 -0.53
H 1.51 1.16 1.17
H -0.31 -2.16 -0.90
H 0.61 -0.94 -1.81
H -1.13 -0.69 -1.50
*
```

***

[5]
# C4H7F3NPS3

One molecule with the formula C4H7F3NPS3 in a non-equilibrium geometry (ωB97M-V/def2-TZVPD, the OMol25 dataset).

SMILES string	C=CCS[P@](=S)(S)NC(F)(F)F
HOMO energy	-0.335	Eh
gap between HOMO and LUMO	9.043	eV
total energy	-55698.7136	eV

Geometry as ORCA input:
```
! wB97M-V def2-TZVPD RIJCOSX def2/J DEFGRID3
* xyz 0 1
C -0.87 1.38 -1.89
C -0.40 0.47 -1.01
C -0.06 0.59 0.42
C 4.47 0.94 -0.14
N 3.41 0.49 0.68
F 5.42 1.45 0.71
F 5.04 0.01 -0.87
F 4.12 1.92 -0.91
P 2.32 -1.00 0.01
S 2.27 -0.85 -1.90
S 3.53 -2.58 0.73
S 0.71 -0.83 1.34
H -1.27 1.10 -2.90
H -0.87 2.43 -1.67
H -0.18 -0.53 -1.27
H -0.92 0.93 1.10
H 0.56 1.46 0.47
H 3.70 0.39 1.65
H 4.36 -2.10 -0.25
*
```

***

[6]
# C4H7F3OSi

C4H7F3OSi as an isolated structure in a non-equilibrium geometry (ωB97M-V/def2-TZVPD, the OMol25 dataset).

ΔE to the lowest compared entry with this formula, charge and spin	181.4	kJ/mol
HOMO energy	-0.322	Eh
gap between HOMO and LUMO	9.232	eV
total energy	-22337.4573	eV

Geometry as ORCA input:
```
! wB97M-V def2-TZVPD RIJCOSX def2/J DEFGRID3
* xyz 0 1
C 0.26 1.18 -0.07
C -1.97 -0.79 -0.53
C 0.11 -0.98 2.02
C 1.59 1.51 -1.50
O 0.03 2.16 0.50
F 1.77 2.86 -1.66
F 1.08 0.86 -2.54
F 2.76 1.02 -1.20
Si -0.15 -0.72 0.13
H -1.88 -1.00 -1.65
H -2.44 -1.56 -0.09
H -2.55 0.01 -0.13
H 1.21 -1.00 2.31
H -0.30 -0.23 2.56
H -0.28 -1.87 2.48
H 0.75 -1.46 -0.64
*
```

***

[7]
# C4H7FN2O

One molecule with the formula C4H7FN2O in a non-equilibrium geometry (ωB97M-V/def2-TZVPD, the OMol25 dataset).

ΔE to the lowest compared entry with this formula, charge and spin	155.5	kJ/mol
SMILES string	[H]/N=C\N/C=C(/F)CO
HOMO energy	-0.339	Eh
gap between HOMO and LUMO	9.972	eV
total energy	-12005.4452	eV

Geometry as ORCA input:
```
! wB97M-V def2-TZVPD RIJCOSX def2/J DEFGRID3
* xyz 0 1
C 1.03 -0.95 -0.04
C 0.71 0.52 0.09
C -0.38 1.18 -0.26
C -2.31 -0.37 -0.13
H 2.94 -0.64 0.00
H 0.32 -1.40 -0.72
H 0.90 -1.44 0.93
H -0.46 2.25 -0.09
H -1.92 0.95 -1.64
H -3.19 -0.67 -0.70
H -1.28 -0.48 1.46
N -1.51 0.53 -0.82
N -2.14 -0.88 1.01
O 2.31 -1.14 -0.59
F 1.72 1.19 0.68
*
```

***

[8]
# C4H7FN2O

One molecule with the formula C4H7FN2O in a non-equilibrium geometry (ωB97M-V/def2-TZVPD, the OMol25 dataset).

ΔE to the lowest compared entry with this formula, charge and spin	311.8	kJ/mol
SMILES string	O=C1CCNN[C@@H]1F
HOMO energy	-0.337	Eh
gap between HOMO and LUMO	9.729	eV
total energy	-12003.8249	eV

Geometry as ORCA input:
```
! wB97M-V def2-TZVPD RIJCOSX def2/J DEFGRID3
* xyz 0 1
C -1.40 0.03 -0.42
C -0.27 -0.82 -1.04
C 0.85 -1.30 0.17
C -0.72 1.28 0.25
N 1.44 -0.06 0.71
N 0.44 0.82 1.31
O -2.56 -0.25 -0.27
F -1.58 2.12 0.83
H -0.81 -1.78 -1.26
H -0.01 -0.35 -1.99
H 0.25 -1.68 0.97
H 1.71 -1.94 -0.33
H -0.17 1.88 -0.44
H 1.90 0.40 -0.12
H 0.93 1.62 1.62
*
```